{
  "formula": "C37H89O26P5",
  "method": "ωB97M-V with the def2-TZVPD basis set",
  "elements": ["C", "C", "O", "P", "O", "O", "C", "C", "O", "C", "C", "H", "H", "H", "H", "H", "H", "H", "H", "H", "H", "H", "H", "H", "H", "H", "C", "C", "O", "P", "O", "O", "C", "C", "O", "C", "C", "H", "H", "H", "H", "H", "H", "H", "H", "H", "H", "H", "H", "H", "H", "H", "C", "C", "O", "P", "O", "O", "C", "C", "O", "C", "C", "H", "H", "H", "H", "H", "H", "H", "H", "H", "H", "H", "H", "H", "H", "H", "C", "C", "O", "P", "O", "O", "C", "C", "O", "C", "C", "H", "H", "H", "H", "H", "H", "H", "H", "H", "H", "H", "H", "H", "H", "H", "C", "C", "O", "P", "O", "O", "C", "C", "O", "C", "C", "H", "H", "H", "H", "H", "H", "H", "H", "H", "H", "H", "H", "H", "H", "H", "C", "C", "O", "C", "O", "O", "C", "H", "H", "H", "H", "H", "H", "H", "H", "C", "O", "C", "O", "O", "C", "H", "H", "H", "H", "H", "H"],
  "positions_angstrom": [[8.5627, -6.0744, 3.8417], [7.1424, -6.2301, 3.3380], [6.7082, -4.8897, 3.0573], [5.1292, -4.7455, 2.7984], [4.2662, -5.5061, 3.7281], [4.9995, -3.1706, 2.8351], [3.6821, -2.6130, 2.7222], [3.6510, -1.5591, 1.7089], [4.9863, -5.1280, 1.2022], [3.9193, -6.0281, 0.7918], [4.3066, -6.5608, -0.5846], [9.0578, -7.0263, 4.0820], [9.2296, -5.5384, 3.1722], [8.4658, -5.4829, 4.7444], [7.0235, -6.8173, 2.4021], [6.4567, -6.6981, 4.0815], [2.9877, -3.4114, 2.4176], [3.3247, -2.3535, 3.7325], [4.1864, -1.8899, 0.8155], [2.6432, -1.2803, 1.4019], [4.1958, -0.6681, 2.0684], [3.8437, -6.8305, 1.5297], [2.9004, -5.5382, 0.8658], [3.6393, -7.3708, -0.9145], [4.2600, -5.7359, -1.3032], [5.3366, -6.9251, -0.5793], [-2.0094, -6.4671, 1.5704], [-1.0525, -5.3617, 1.8784], [-0.6448, -4.7303, 0.6570], [-0.4839, -3.1603, 0.4875], [0.3647, -2.4827, 1.4659], [-0.0521, -2.9637, -1.0222], [1.2990, -3.1082, -1.5035], [1.4256, -4.4519, -2.1890], [-1.9975, -2.6965, 0.5266], [-2.3050, -1.2827, 0.7863], [-2.6083, -0.5323, -0.4874], [-1.5836, -7.2092, 0.8863], [-2.3164, -6.9352, 2.4995], [-2.9303, -6.0892, 1.1698], [-1.5385, -4.6115, 2.5005], [-0.1756, -5.6760, 2.4082], [1.3816, -2.2731, -2.1703], [2.0093, -2.9710, -0.6712], [1.4713, -5.2470, -1.4842], [0.5201, -4.5806, -2.8113], [2.3407, -4.5418, -2.7613], [-3.1945, -1.3587, 1.3808], [-1.5284, -0.7835, 1.3769], [-1.6968, -0.3977, -1.0799], [-3.3252, -1.0622, -1.1540], [-3.1035, 0.4127, -0.2002], [2.1361, 3.4294, -3.6892], [3.5130, 2.8433, -3.4655], [4.4940, 3.1277, -4.4900], [4.4844, 2.1266, -5.7332], [3.1946, 1.7536, -6.3386], [5.3266, 0.8259, -5.2485], [6.6424, 0.9143, -4.6706], [7.3135, -0.4159, -4.8571], [5.4391, 3.0103, -6.6623], [5.4205, 2.7024, -8.0619], [6.7138, 1.9769, -8.3883], [1.6726, 3.4672, -2.6968], [2.1903, 4.4727, -3.9903], [1.5157, 2.8528, -4.3930], [3.9095, 3.3048, -2.5510], [3.4821, 1.7483, -3.2612], [7.1871, 1.7717, -5.0579], [6.4507, 1.1005, -3.6133], [8.3306, -0.3704, -4.3797], [6.6823, -1.2389, -4.4335], [7.4888, -0.5795, -5.9037], [4.5451, 2.1379, -8.3430], [5.3990, 3.6098, -8.6314], [7.6232, 2.5946, -8.2562], [6.7219, 1.1125, -7.7334], [6.6684, 1.5447, -9.4067], [-6.5827, 0.5817, 1.7448], [-5.9480, -0.1362, 2.9167], [-5.3900, 0.8890, 3.6807], [-4.2068, 0.7421, 4.7503], [-3.8133, 1.9751, 5.4271], [-4.5862, -0.4675, 5.7583], [-4.8224, -0.1331, 7.1790], [-5.5988, -1.2633, 7.7269], [-3.0932, 0.0116, 3.8084], [-1.7410, -0.2315, 4.3115], [-1.6189, -1.6664, 4.6308], [-7.3136, 1.3409, 2.0075], [-5.8476, 0.9945, 1.0690], [-7.2031, -0.1860, 1.2496], [-6.7077, -0.6510, 3.5223], [-5.2364, -0.9302, 2.6387], [-3.8415, 0.0167, 7.6824], [-5.2169, 0.8621, 7.2217], [-5.7299, -1.3254, 8.8099], [-6.6087, -1.3267, 7.3050], [-5.1380, -2.2260, 7.4496], [-1.0541, 0.0985, 3.5393], [-1.5189, 0.3884, 5.1696], [-2.0763, -1.9387, 5.6096], [-2.0371, -2.2615, 3.7902], [-0.5637, -1.8730, 4.7096], [-3.1133, 2.9384, -4.5849], [-3.6737, 2.0301, -3.5386], [-5.0834, 2.3291, -3.3721], [-5.6367, 2.8227, -1.9787], [-4.8978, 2.2158, -0.8585], [-5.5638, 4.4096, -2.0602], [-5.5481, 5.1780, -0.8481], [-4.2238, 5.8215, -0.6139], [-7.1793, 2.5433, -2.0373], [-7.5664, 1.2146, -1.7317], [-8.1021, 0.5255, -2.9974], [-3.0724, 3.9778, -4.2600], [-2.0883, 2.7022, -4.8075], [-3.6519, 2.9185, -5.5653], [-3.6003, 0.9731, -3.7585], [-3.1493, 2.1038, -2.5521], [-6.3176, 5.9537, -1.0415], [-5.9099, 4.5629, 0.0232], [-4.3567, 6.5909, 0.1578], [-3.5150, 5.0281, -0.3203], [-3.8835, 6.3371, -1.5041], [-6.6912, 0.7006, -1.3082], [-8.3463, 1.2531, -0.9753], [-8.8538, 1.1003, -3.5079], [-7.2436, 0.4174, -3.6819], [-8.5230, -0.4640, -2.7844], [-0.2332, 6.3099, -0.0771], [1.0063, 5.5094, -0.3624], [1.1960, 4.7999, 0.8340], [2.3106, 4.0007, 0.8315], [2.9602, 3.7163, -0.1390], [2.4890, 3.5991, 2.1281], [1.5855, 3.9685, 3.1484], [-0.5012, 6.9463, -0.9565], [-0.1043, 6.9435, 0.8032], [-1.0645, 5.6510, 0.1355], [1.8168, 6.2052, -0.5278], [0.9410, 4.8497, -1.2296], [1.8595, 3.3734, 4.0145], [0.5572, 3.7019, 2.8077], [1.6658, 5.0484, 3.3321], [0.9619, 1.0771, -0.1812], [0.1687, 1.3160, 0.9863], [-0.9387, 2.1023, 0.7705], [-1.2622, 2.6574, -0.2629], [-1.6704, 1.9980, 1.9742], [-2.6922, 2.9865, 2.0293], [0.8309, 1.8844, -0.8736], [0.4833, 0.1500, -0.4932], [1.9472, 0.8524, 0.1958], [-2.2557, 3.9041, 2.4361], [-3.4325, 2.6051, 2.6992], [-3.0548, 3.1853, 1.0171]],
  "relative_energy_kj_mol": 0.0,
  "homo_energy_ha": -0.3842,
  "fmax_ev_per_a": 3.23
}